# 1
DFT (ωB97M-V/def2-TZVPD) results for a molecular structure, C24H51NO12PS2.

Geometry as ORCA input:
```
! wB97M-V def2-TZVPD RIJCOSX def2/J DEFGRID3
* xyz -1 1
C -1.9143 -4.2868 -4.2168
C -1.8588 -3.1821 -5.2864
C -0.9403 -1.9971 -4.9277
C -1.5830 -0.6270 -5.1792
S -2.4850 -0.0287 -3.7686
O -3.4242 -1.0874 -3.4690
O -3.0340 1.2483 -4.1619
N -1.4656 0.0317 -2.5247
S -0.6536 1.3369 -2.1324
O -1.4150 2.5613 -2.0952
O 0.1563 0.9982 -0.9857
P 0.8602 1.7365 -3.6157
O 1.9146 2.5809 -3.0566
O 0.0911 2.3284 -4.8811
O 1.3292 0.3020 -4.1303
H -1.1525 -4.1368 -3.4502
H -2.8773 -4.2919 -3.7068
H -1.7586 -5.2786 -4.6439
H -1.5034 -3.6266 -6.2199
H -2.8670 -2.8184 -5.4790
H -0.0305 -2.0465 -5.5294
H -0.6647 -2.0692 -3.8726
H -0.8825 0.1263 -5.5310
H -2.3620 -0.7097 -5.9409
H -0.5690 2.9778 -4.5816
H 0.9109 -0.3961 -3.5964
C 3.7531 1.2600 0.3857
C 4.3891 1.2845 -1.0016
C 5.0217 -0.0974 -1.0767
O 4.1934 -0.9620 -0.2966
C 3.2641 -0.1782 0.4688
H 2.9440 1.9792 0.5007
H 4.5065 1.4530 1.1556
H 3.6087 1.3969 -1.7555
H 5.1135 2.0867 -1.1401
H 6.0329 -0.0972 -0.6475
H 5.0795 -0.4867 -2.0952
H 2.2667 -0.2764 0.0322
H 3.2407 -0.5667 1.4885
C -5.3782 -0.6306 -0.3943
C -5.8413 0.5468 -1.2447
C -7.0437 -0.0502 -1.9582
O -7.6171 -1.0034 -1.0522
C -6.7059 -1.2503 0.0211
H -4.7615 -0.3381 0.4555
H -4.8029 -1.3261 -1.0078
H -6.1509 1.3822 -0.6104
H -5.0727 0.9016 -1.9299
H -6.7362 -0.5682 -2.8716
H -7.8040 0.6897 -2.2145
H -7.0956 -0.7794 0.9324
H -6.6449 -2.3268 0.1905
C -3.2012 1.8867 3.0937
C -3.7321 1.9784 4.5222
C -4.0079 0.5139 4.8406
O -3.0532 -0.2455 4.1008
C -2.3956 0.5964 3.1472
H -2.6017 2.7443 2.7927
H -4.0280 1.7849 2.3871
H -2.9588 2.3735 5.1846
H -4.6177 2.6046 4.6257
H -5.0161 0.2231 4.5225
H -3.9005 0.2778 5.9011
H -1.3705 0.7779 3.4891
H -2.3494 0.0857 2.1857
C 0.9871 4.6111 7.2480
C 1.3089 3.8021 5.9926
C -0.0053 3.0700 5.7557
O -1.0367 3.9357 6.2380
C -0.4645 4.9997 6.9957
H 1.6341 5.4756 7.3912
H 1.0615 3.9771 8.1343
H 1.5256 4.4710 5.1574
H 2.1510 3.1223 6.1119
H -0.0446 2.1303 6.3170
H -0.1886 2.8502 4.7034
H -0.5295 5.9267 6.4152
H -1.0406 5.1271 7.9135
C 7.1479 -3.1820 -1.7442
C 6.7257 -3.2701 -0.2798
C 6.8262 -4.7669 -0.0237
O 7.8767 -5.2525 -0.8672
C 8.2357 -4.2467 -1.8148
H 7.5044 -2.1958 -2.0384
H 6.3100 -3.4483 -2.3919
H 7.4391 -2.7311 0.3490
H 5.7319 -2.8690 -0.0876
H 5.8946 -5.2759 -0.2925
H 7.0660 -5.0116 1.0120
H 9.2120 -3.8307 -1.5395
H 8.3242 -4.7081 -2.7997
*
```

Properties
- lowest unoccupied orbital energy (Ha) = 0.085
- ΔE to the lowest compared entry with this formula, charge and spin (kJ/mol) = 0.0
- strongest force on any atom (eV/Å) = 0.6

Löwdin population analysis, charges in e, atoms 1 to 6: -0.102 -0.253 -0.238 -0.262 0.487 -0.328

# 2
DFT (ωB97M-V/def2-TZVPD) results for 32 unconnected molecules or ions with the total composition C39H147N43O32.

Geometry as ORCA input:
```
! wB97M-V def2-TZVPD RIJCOSX def2/J DEFGRID3
* xyz 0 1
C 10.6058 0.1449 27.5580
O 10.5642 0.1232 28.7766
N 9.7169 -0.3807 26.7725
N 11.5199 0.7147 26.7709
H 9.8608 0.0097 25.8522
H 8.9370 -0.9201 27.1202
H 11.7340 0.6658 25.7850
H 12.3036 1.0936 27.2830
C -0.4719 -0.4787 20.4651
O 0.2681 -0.0801 21.3431
N -1.7377 -0.7871 20.5827
N -0.1687 -0.4162 19.2548
H -2.1450 -0.6473 21.4963
H -2.2277 -1.2428 19.8262
H -0.6234 -0.8970 18.4918
H 0.8074 -0.1933 19.1223
C 1.3666 -4.5220 17.0405
O 1.0586 -5.6884 16.9058
N 0.6638 -3.5239 17.5410
N 2.5227 -4.0574 16.7660
H 1.1337 -2.7040 17.8974
H -0.2512 -3.7062 17.9279
H 3.2488 -4.6401 16.3744
H 2.7441 -3.0823 16.9085
C 7.5480 -8.0183 25.4908
O 6.4495 -8.0445 24.9994
N 8.6631 -7.8099 24.8086
N 7.9484 -8.4303 26.6677
H 9.4629 -8.1155 25.3444
H 8.7260 -7.4964 23.8505
H 8.9204 -8.5918 26.8896
H 7.2143 -8.8783 27.1974
C 6.1060 -10.7268 22.2071
O 5.4037 -9.8530 21.7309
N 6.7720 -10.5937 23.2648
N 6.3173 -11.8689 21.6146
H 6.6054 -9.7535 23.8000
H 7.3430 -11.3619 23.5873
H 5.6411 -11.8974 20.8648
H 6.6288 -12.7169 22.0662
C 1.8981 -1.9547 28.6360
O 2.4719 -2.8767 29.1655
N 0.5755 -1.8024 28.7776
N 2.4236 -0.9867 27.9252
H 0.0161 -2.2465 29.4917
H 0.1179 -1.1147 28.1965
H 3.4330 -0.9909 27.9613
H 1.9335 -0.1490 27.6457
C 3.2538 -10.5230 25.7641
O 2.5518 -11.0551 26.5378
N 4.5459 -10.6415 25.5661
N 2.7796 -9.6617 24.9001
H 5.0724 -11.3464 26.0621
H 5.0175 -9.8084 25.2439
H 3.4107 -9.0665 24.3830
H 1.8203 -9.3936 25.0675
C 3.6439 0.4293 20.7978
O 4.8287 0.5031 20.6061
N 2.8376 1.4535 20.4785
N 3.0189 -0.5243 21.4543
H 3.3606 2.2053 20.0524
H 1.8396 1.3242 20.3925
H 2.0100 -0.5362 21.5008
H 3.5952 -1.1999 21.9355
C -0.0260 -8.1208 18.8476
O -0.6311 -8.6972 19.7083
N -0.6155 -7.7165 17.7413
N 1.2288 -7.8248 18.8779
H -0.0109 -7.2508 17.0797
H -1.5687 -7.9541 17.5068
H 1.4874 -7.1856 18.1399
H 1.8589 -8.0875 19.6223
C 1.8526 1.5857 24.9669
O 1.2025 0.7024 25.4132
N 2.2801 2.5022 25.7048
N 2.3085 1.5908 23.7343
H 1.8293 2.5468 26.6075
H 2.8824 3.2569 25.4086
H 2.2642 0.7271 23.2126
H 2.8728 2.3532 23.3872
C 3.5206 -5.3574 26.5824
O 4.3843 -5.7433 27.2837
N 3.0399 -5.9804 25.5025
N 2.8678 -4.2998 26.8721
H 2.2589 -5.6129 24.9781
H 3.3357 -6.9416 25.4090
H 2.1559 -4.0010 26.2209
H 3.0875 -3.7746 27.7063
C 4.7671 4.5335 22.3964
O 4.3999 3.4227 22.7699
N 5.6595 5.1536 23.1342
N 4.4030 5.2521 21.3833
H 5.9168 6.0703 22.7969
H 5.9184 4.8083 24.0473
H 3.6234 4.9679 20.8075
H 4.8785 6.0935 21.0899
C 3.3735 -0.4931 17.1721
O 2.4170 -1.2849 17.2305
N 3.2840 0.7058 16.6007
N 4.5575 -0.7610 17.6243
H 4.0443 1.3019 16.3062
H 2.3721 1.0909 16.4003
H 4.5990 -1.6697 18.0632
H 5.3559 -0.1424 17.6197
C 6.5590 -3.0015 19.2455
O 7.0921 -2.2049 18.4772
N 6.6683 -4.2725 19.3409
N 5.9187 -2.5421 20.2428
H 6.2422 -4.7854 20.0995
H 7.4881 -4.7049 18.9397
H 5.4231 -3.1951 20.8328
H 5.8169 -1.5503 20.4042
C 0.0945 -7.4369 23.2440
O 0.4555 -6.3241 22.9683
N -0.3545 -8.3390 22.4392
N 0.0238 -7.8771 24.4473
H -0.8458 -9.1157 22.8581
H -0.2797 -8.1112 21.4581
H -0.2778 -8.8242 24.6267
H 0.1782 -7.1751 25.1568
C -0.7962 -5.5570 27.5268
O -0.2370 -6.4081 26.8994
N -1.4512 -5.7745 28.6006
N -0.7510 -4.2467 27.2309
H -1.5456 -6.6990 28.9961
H -1.5818 -4.9180 29.1196
H -0.2260 -3.9126 26.4354
H -1.2878 -3.6129 27.8055
C 7.6054 0.9628 23.4277
O 8.6125 0.7852 24.0846
N 7.2990 0.4218 22.2768
N 6.7338 1.8958 23.5664
H 7.9547 -0.2793 21.9628
H 6.3717 0.4397 21.8768
H 5.9826 2.1687 22.9489
H 7.0096 2.4094 24.3912
C 0.4562 -2.7732 24.3583
O 0.9338 -3.2603 25.3516
N 0.4574 -1.5682 23.9038
N -0.1126 -3.4242 23.3817
H -0.0118 -1.2776 23.0579
H 0.8102 -0.8043 24.4624
H -0.5060 -2.9528 22.5798
H 0.0780 -4.4149 23.3345
C 7.7967 -4.4240 22.9645
O 7.1012 -5.0573 22.2623
N 8.6243 -3.5972 22.3628
N 7.7040 -4.3882 24.2825
H 8.5848 -3.6061 21.3537
H 9.3843 -3.1309 22.8373
H 8.2339 -3.6857 24.7782
H 6.8406 -4.7988 24.6084
C -3.1347 1.5874 22.6423
C -4.3085 0.7466 22.0425
C -4.5130 -0.7011 22.6655
O -3.2191 -1.2589 22.7259
C -3.1400 -2.4880 23.3023
N -5.5244 1.5022 22.1423
H -2.2136 1.0109 22.7280
H -3.2994 2.0262 23.6265
H -2.9722 2.4662 22.0183
H -4.0864 0.6866 20.9770
H -5.1631 -1.2412 21.9772
H -4.9725 -0.4987 23.6330
H -4.0778 -3.0422 23.3413
H -2.7441 -2.4717 24.3177
H -2.5222 -3.1006 22.6457
H -6.2954 0.9799 21.7513
H -5.6020 2.2298 21.4461
C 2.6348 -4.0690 20.3789
C 3.5602 -4.9460 21.2664
C 3.8894 -4.2599 22.6463
O 3.9776 -2.8550 22.6488
C 4.1241 -2.1428 23.9072
N 3.3061 -6.3481 21.3413
H 1.8388 -3.5860 20.9456
H 2.2059 -4.6845 19.5881
H 3.1674 -3.3233 19.7886
H 4.5691 -4.8749 20.8598
H 4.7666 -4.7570 23.0604
H 3.0580 -4.4455 23.3263
H 3.2917 -2.3270 24.5863
H 4.3678 -1.1239 23.6061
H 5.0643 -2.4086 24.3905
H 2.3948 -6.5004 21.7494
H 3.8406 -6.8241 22.0539
C -0.9207 -4.7927 20.5305
C -2.1625 -5.0137 19.6804
C -3.3684 -4.3060 20.1615
O -4.4623 -4.3164 19.3137
C -5.4927 -3.4475 19.6996
N -1.9229 -4.7042 18.2861
H -1.1413 -5.0906 21.5555
H -0.6303 -3.7446 20.4573
H -0.0590 -5.3731 20.2005
H -2.5020 -6.0494 19.6966
H -3.1351 -3.2765 20.4329
H -3.7404 -4.8071 21.0552
H -5.1332 -2.4185 19.6872
H -5.9210 -3.6096 20.6888
H -6.2617 -3.5377 18.9325
H -2.8308 -4.8935 17.8862
H -1.3620 -5.4516 17.9029
C 5.1852 -3.5430 14.8667
C 5.7313 -4.9754 14.9222
C 6.9823 -5.0676 15.8509
O 8.1832 -4.7365 15.2101
C 8.5156 -3.3793 15.1673
N 4.5489 -5.8132 15.3346
H 4.2062 -3.5496 14.3874
H 5.8854 -3.0509 14.1917
H 5.0410 -3.0278 15.8163
H 6.0509 -5.4124 13.9762
H 7.1160 -6.0934 16.1943
H 6.8558 -4.4353 16.7298
H 7.7809 -2.6807 15.5676
H 8.6966 -3.0846 14.1336
H 9.4589 -3.2793 15.7042
H 3.9971 -5.7226 14.4935
H 4.8109 -6.7849 15.4195
C 7.4955 -4.6225 28.2595
C 6.8480 -3.2234 28.5683
C 6.7727 -2.2702 27.2760
O 6.0015 -1.2372 27.8284
C 5.6684 -0.2544 26.7682
N 5.5261 -3.4725 29.1045
H 7.1062 -5.0316 27.3272
H 7.4163 -5.3669 29.0517
H 8.5488 -4.5009 28.0067
H 7.4169 -2.7189 29.3494
H 6.3157 -2.8650 26.4852
H 7.7039 -1.8302 26.9190
H 6.5226 -0.1954 26.0937
H 5.4523 0.7764 27.0491
H 4.7891 -0.5694 26.2064
H 4.9685 -2.6314 29.0631
H 5.1283 -4.0696 28.3936
O 9.0856 -6.1721 18.8454
H 8.5734 -6.1172 18.0386
H 8.4635 -6.4810 19.5040
O 4.1257 -10.1185 18.3165
H 4.2419 -10.9126 18.8383
H 3.8748 -9.4483 18.9521
O 6.7554 -7.8976 19.9855
H 6.5097 -8.6708 20.4935
H 5.9346 -7.5953 19.5965
O 4.4206 -7.1756 19.0587
H 3.8040 -6.8137 18.4222
H 4.0972 -6.8704 19.9064
O 2.6492 -9.8228 20.9026
H 3.5314 -9.5387 21.1421
H 2.2223 -10.0105 21.7385
O 3.3157 -12.2747 22.5166
H 4.0117 -11.6781 22.2409
H 3.7203 -12.8199 23.1914
O -2.2347 -2.0417 17.9733
H -2.2044 -2.9935 18.0702
H -2.8782 -1.8914 17.2808
O 4.3714 -7.9242 23.4446
H 5.1856 -7.6354 23.8567
H 4.6340 -8.6475 22.8753
*
```

Properties
- lowest unoccupied orbital energy (Ha) = -0.013
- strongest force on any atom (eV/Å) = 8.4

Löwdin population analysis, charges in e, atoms 1 to 6: -0.762 0.035 0.170 0.136 0.074 0.075

# 3
DFT (ωB97M-V/def2-TZVPD) results for 5 unconnected molecules or ions with the total composition C46H40ClF2O5P.

Geometry as ORCA input:
```
! wB97M-V def2-TZVPD RIJCOSX def2/J DEFGRID3
* xyz 0 1
C 2.3418 -2.4554 3.3971
C 2.1879 -1.5449 2.6303
C 2.0888 -0.4329 1.6841
C 1.6666 -0.8989 0.2884
C 0.3631 -0.6320 -0.1372
C -0.0625 -1.0880 -1.3889
C 0.7911 -1.7984 -2.2273
C 0.2483 -2.2475 -3.5805
C 0.6190 -1.2955 -4.6920
O 1.0984 -1.6420 -5.7185
F 0.3982 -0.0013 -4.4577
C 2.1134 -2.0823 -1.8184
C 2.9528 -2.9128 -2.7817
Cl 4.5701 -2.2591 -3.1263
C 3.0397 -4.4053 -2.4263
C 1.6810 -5.1177 -2.2741
C 2.5468 -1.6121 -0.5460
P 4.2396 -1.7838 0.2415
O 5.2272 -0.8128 -0.6403
O 4.6654 -3.3382 -0.0882
C -1.4958 -0.8001 -1.7463
O -1.8587 -0.4673 -2.8489
C -2.4475 -0.9107 -0.6111
C -3.7207 -1.4396 -0.7550
C -4.5373 -1.5323 0.3611
C -4.0864 -1.0964 1.5940
F -4.8620 -1.1825 2.6763
C -2.8293 -0.5411 1.7552
C -2.0243 -0.4626 0.6362
C -0.6458 0.0987 0.7016
O -0.4112 1.0927 1.3452
H 2.5725 -3.2453 4.0694
H 3.0515 0.0714 1.6071
H 1.3858 0.2930 2.0759
H -0.8272 -2.3959 -3.5517
H 0.6864 -3.1886 -3.8832
H 2.4531 -2.8633 -3.7389
H 3.6179 -4.5507 -1.5227
H 3.6116 -4.8538 -3.2391
H 1.5006 -5.8165 -3.0884
H 0.8408 -4.4431 -2.1373
H 1.7176 -5.7268 -1.3703
H 5.9290 -1.3232 -1.0646
H 5.1854 -3.6283 0.6684
H -4.0776 -1.7832 -1.7153
H -5.5323 -1.9525 0.2955
H -2.4938 -0.2107 2.7275
C -4.4081 -7.0529 4.0303
C -3.8300 -5.9437 4.6323
C -3.9875 -4.6860 4.0670
C -4.7293 -4.5366 2.9036
C -5.3099 -5.6454 2.3032
C -5.1468 -6.9042 2.8646
H -4.2833 -8.0340 4.4702
H -3.2563 -6.0597 5.5427
H -3.5329 -3.8211 4.5334
H -4.8560 -3.5573 2.4678
H -5.8902 -5.5286 1.3965
H -5.5960 -7.7695 2.3943
C 0.2767 4.8532 3.1169
C 1.1278 5.7801 3.7036
C 2.4970 5.5507 3.7239
C 3.0147 4.3973 3.1510
C 2.1614 3.4716 2.5651
C 0.7917 3.6949 2.5486
H -0.7910 5.0331 3.1006
H 0.7246 6.6832 4.1441
H 3.1605 6.2716 4.1843
H 4.0832 4.2201 3.1607
H 2.5669 2.5738 2.1149
H 0.1364 2.9691 2.0848
C -2.2540 4.6308 -0.9641
C -1.9801 3.3749 -1.4871
C -3.0113 2.5743 -1.9618
C -4.3197 3.0360 -1.9172
C -4.5953 4.2936 -1.3979
C -3.5634 5.0896 -0.9184
H -1.4475 5.2508 -0.5928
H -0.9575 3.0172 -1.5245
H -2.7882 1.5913 -2.3533
H -5.1253 2.4147 -2.2882
H -5.6158 4.6537 -1.3658
H -3.7798 6.0682 -0.5093
C 4.6277 5.5692 -1.6946
C 4.1751 5.4552 -3.0021
C 2.9687 4.8217 -3.2669
C 2.2116 4.3087 -2.2227
C 2.6634 4.4249 -0.9148
C 3.8725 5.0521 -0.6508
H 5.5698 6.0614 -1.4890
H 4.7633 5.8603 -3.8156
H 2.6183 4.7280 -4.2868
H 1.2685 3.8180 -2.4295
H 2.0728 4.0273 -0.0993
H 4.2235 5.1382 0.3699
*
```

Properties
- structure (SMILES) = C#CCc1c2c(c(CC(=O)F)c([C@@H](Cl)CC)c1P(O)O)C(=O)c1ccc(F)cc1C2=O.c1ccccc1.c1ccccc1.c1ccccc1.c1ccccc1
- lowest unoccupied orbital energy (Ha) = -0.045
- strongest force on any atom (eV/Å) = 1.4

Löwdin population analysis, charges in e, atoms 1 to 6: 0.113 -0.154 -0.192 -0.137 -0.010 -0.013